The following is a quantum chemistry calculation of a cluster of 2 separate species, C11H16F3N2O7PS in total, from the OMol25 dataset.

Each line ends with the Mulliken charge.
Atoms and positions in Å:
F: -0.10 4.39 2.49  -0.23
H: -1.40 1.27 -2.34  0.45
O: -1.51 1.63 1.22  -0.50
F: -0.15 6.36 1.59  -0.25
P: 1.94 -2.20 -1.89  -0.03
H: -2.13 0.52 -0.93  0.37
O: 1.89 3.39 0.56  -0.59
F: -0.78 4.63 0.45  -0.23
H: -0.67 1.08 3.55  0.40
O: 1.87 5.61 -0.47  -0.67
C: -0.28 0.36 2.84  -1.34
H: 0.79 0.25 2.92  0.31
H: 2.25 -0.62 -3.34  0.34
O: 1.54 -1.23 -3.11  -0.44
H: 0.86 0.47 -1.36  0.55
O: 0.03 0.16 0.49  -0.25
H: -2.65 -3.85 0.96  0.39
C: 0.48 -3.51 -0.21  -0.08
H: 3.51 -1.42 -0.52  0.34
H: 0.10 1.85 -0.67  0.30
C: -0.53 -4.02 0.55  0.51
H: 2.02 -1.00 0.11  0.16
C: -1.27 0.49 -1.60  -0.49
S: 1.85 4.83 0.75  1.03
C: -1.28 -0.90 -2.28  -1.45
H: -2.97 -2.06 -0.70  0.44
O: -0.23 -5.02 1.39  -0.52
H: 1.48 -3.92 -0.11  0.40
O: 2.64 5.33 1.84  -0.66
H: -0.77 -0.60 3.03  0.28
H: -1.00 -5.28 1.91  0.30
H: -2.32 -1.07 -2.56  0.45
C: 0.12 5.07 1.35  0.61
N: 0.29 -2.52 -1.11  0.30
C: -1.81 -3.49 0.38  -0.58
H: -0.75 -0.95 -3.23  0.41
C: -1.99 -2.50 -0.55  -0.70
N: 2.57 -1.13 -0.75  -0.35
C: -0.95 -1.99 -1.31  0.84
C: -0.67 0.81 1.46  0.84
C: -0.01 0.78 -0.81  -0.64

Calculated values
* Kohn-Sham gap: 5.48 eV
* HOMO: -7.65 eV

***

The following is a quantum chemistry calculation of a cluster of 2 separate species, C11H16FN2O3 in total, from the OMol25 dataset.

Each line ends with the Mulliken charge.
Atoms and positions in Å:
H: -2.93 0.76 1.11  0.33
C: 1.35 -0.81 -1.50  0.41
O: -3.14 0.96 0.13  -0.54
H: 3.87 0.63 -0.91  0.32
C: 2.39 -1.14 -0.29  0.21
O: -2.86 3.84 2.79  -0.72
H: -1.23 -2.10 -0.12  0.32
C: -1.01 3.06 4.00  -0.85
F: 1.56 -1.32 0.96  -0.34
N: 3.05 -0.14 -3.83  -0.53
C: 2.24 -0.49 -2.88  -0.06
H: 3.05 -2.10 -0.43  0.34
H: -0.28 3.60 3.38  0.23
H: 0.81 0.21 -1.24  0.11
H: -1.02 0.29 0.20  0.29
C: -2.27 2.80 3.20  0.63
C: -1.98 -0.52 -1.70  -0.40
C: 0.33 -2.03 -1.90  0.14
O: -2.58 1.58 3.05  -0.78
H: -1.24 3.66 4.88  0.24
H: 0.26 -2.04 -3.09  0.46
C: 3.45 0.10 0.04  -1.10
H: -0.54 2.12 4.32  0.27
C: -1.18 -1.91 -1.28  -0.83
C: 0.91 -3.54 -1.49  -0.03
H: -1.65 -0.14 -2.78  0.24
H: -3.14 -0.80 -1.82  0.32
N: 1.50 -4.45 -0.74  -0.49
H: 4.37 -0.41 0.59  0.30
C: -1.86 0.65 -0.56  -0.34
H: 3.01 0.90 0.78  0.31
H: -1.41 1.60 -1.10  0.15
H: -1.82 -2.80 -1.77  0.38

Calculated values
* energy above the lowest of the compared OMol25 structures with the same formula, charge and spin: 135.6 kcal per mole
* Kohn-Sham gap: 6.44 eV
* HOMO: -4.35 eV
* net charge: -1

***

The following is a quantum chemistry calculation of the ion C11H16N with charge +1, from the OMol25 dataset.

Each line ends with the Mulliken charge.
Atoms and positions in Å:
C: 0.18 -0.08 0.31  1.38
H: -2.49 -0.37 -1.07  0.47
C: -2.30 3.04 -0.51  -0.46
C: -1.08 0.72 0.02  -0.46
H: 2.63 -0.90 -0.04  0.32
H: 0.62 -0.88 2.27  0.43
H: 1.04 1.42 1.96  0.38
N: 0.08 -1.14 1.44  -0.13
H: 0.94 -3.40 -0.23  0.47
H: 2.35 -1.62 -1.77  0.37
C: -1.21 3.08 0.31  -0.77
C: 1.99 -3.03 -0.10  -1.36
H: 2.45 -3.12 0.88  0.39
C: -0.56 1.87 0.43  0.66
H: -0.17 -1.44 -1.00  0.50
C: -2.82 1.81 -0.89  -0.33
C: -2.29 0.57 -0.67  -1.11
H: -3.76 1.84 -1.51  0.31
H: -0.78 3.90 0.85  0.46
H: -0.93 -1.31 1.79  0.42
H: 2.70 -3.57 -0.67  0.34
H: -2.84 3.89 -0.92  0.40
C: 2.01 -1.52 -0.67  -0.51
H: 0.57 -0.06 -1.70  0.45
C: 0.71 -0.79 -0.83  -1.12
C: 0.83 1.32 0.90  -1.02
H: 0.56 -2.02 1.17  0.19
H: 1.55 1.79 0.27  0.32

Calculated values
* energy above the lowest of the compared OMol25 structures with the same formula, charge and spin: 36.6 kcal per mole
* SMILES: CCC[C@@]1([NH3+])Cc2ccccc21
* Kohn-Sham gap: 9.61 eV
* HOMO: -12.82 eV
* net charge: +1

***

Question: Which of these has the highest HOMO?
Answer: C11H16FN2O3

***

Question: Which of these has the highest Kohn-Sham gap?
Answer: C11H16N